Molecular formula: C28H50Cl4O12S3
Method: DFT, ωB97M-V/def2-TZVPD

Properties
energy relative to the best compared isomer or geometry (same formula, charge and spin): 0.000 eV
molar mass: 816.7 g/mol
orbital gap: 0.3459 Eh
calculated total energy: -137012.464 eV
HOMO level: -9.28 eV

Geometry as ORCA input:
```
! wB97M-V def2-TZVPD RIJCOSX def2/J DEFGRID3
* xyz 0 1
C 15.8608 0.2854 14.4041
C 14.8593 0.5264 15.5683
C 13.4180 0.4848 15.0458
S 13.4855 -0.0784 13.3675
O 12.5333 0.5964 12.5340
O 13.5740 -1.5096 13.4014
C 15.1334 0.5374 13.0880
H 16.2913 -0.7126 14.4362
H 16.6810 0.9981 14.4912
H 15.0168 1.5262 15.9779
H 15.0466 -0.1356 16.4112
H 13.0600 1.5171 15.0119
H 12.6906 -0.0617 15.6403
H 15.0988 1.6060 12.8790
H 15.5635 0.0043 12.2450
C 5.1394 -4.8578 18.1512
C 4.7080 -3.5317 18.8110
C 4.8512 -2.3598 17.8398
S 5.2249 -3.0613 16.2533
O 6.2113 -2.3134 15.5438
O 3.9892 -3.4047 15.6007
C 5.9755 -4.5315 16.9324
H 4.2563 -5.4216 17.8455
H 5.6727 -5.4622 18.8818
H 5.3193 -3.3071 19.6839
H 3.6958 -3.6019 19.2120
H 5.7211 -1.7331 18.0718
H 4.0387 -1.6388 17.7568
H 6.9824 -4.2219 17.2297
H 6.0484 -5.2360 16.1090
C 5.1204 3.9850 19.0267
C 5.5156 4.1777 17.5516
C 4.8534 3.0455 16.8016
S 5.0722 1.6188 17.8606
O 6.2838 0.9294 17.5129
O 3.8349 0.8770 17.9186
C 5.3376 2.5369 19.3989
H 4.0399 4.1730 19.0898
H 5.5666 4.6893 19.7243
H 6.6105 4.1030 17.4615
H 5.3022 5.2010 17.2452
H 5.1860 2.9047 15.7780
H 3.7701 3.2034 16.7659
H 6.3213 2.2388 19.7484
H 4.5622 2.1630 20.0668
O 3.0299 0.8624 23.7252
C 3.3192 0.2619 22.7499
O 2.4580 0.0918 21.7092
C 3.0819 -0.5726 20.6009
C 4.4094 -1.1419 21.1175
C 4.6569 -0.3553 22.4266
H 3.2551 0.2060 19.8530
H 2.4069 -1.3030 20.1650
H 5.2243 -1.0728 20.4053
H 4.2823 -2.1827 21.4184
H 5.3486 0.4773 22.2859
H 4.9887 -1.0064 23.2262
O 9.3013 -4.2750 18.1016
C 9.1444 -5.3755 17.6647
O 8.4946 -5.6051 16.4961
C 8.4407 -7.0202 16.2438
C 8.5494 -7.6585 17.6040
C 9.5545 -6.6980 18.2706
H 9.2772 -7.3072 15.6027
H 7.5277 -7.2445 15.6968
H 8.9076 -8.6883 17.5700
H 7.6391 -7.6936 18.2061
H 10.5579 -6.9193 17.8865
H 9.5866 -6.6504 19.3519
O 9.8506 -1.3707 12.2611
C 9.3161 -0.6515 13.0383
O 8.0401 -0.8487 13.4492
C 7.6238 0.2043 14.3572
C 8.6093 1.3513 14.0967
C 9.8745 0.5917 13.7127
H 7.6994 -0.1971 15.3660
H 6.5955 0.4536 14.1139
H 8.7378 1.9816 14.9763
H 8.2683 1.9712 13.2666
H 10.4764 0.3382 14.5853
H 10.5161 1.1102 13.0038
Cl 13.6365 -4.9574 19.8958
C 12.3660 -3.8395 19.3136
C 12.4494 -3.6226 17.8353
Cl 13.7292 -2.4368 17.4213
H 12.5066 -2.8922 19.8278
H 11.4134 -4.2651 19.6128
H 11.5149 -3.2135 17.4666
H 12.6911 -4.5392 17.3056
Cl 7.6974 -0.0192 20.5076
C 8.8750 0.2629 19.1834
C 8.8132 -0.8853 18.2193
Cl 10.2187 -0.8220 17.1435
H 9.8541 0.4307 19.6186
H 8.5394 1.1679 18.6838
H 7.9247 -0.7790 17.6027
H 8.7921 -1.8477 18.7212
*
```

Molecular formula: C28H50CsN2O10S5
Method: DFT, ωB97M-V/def2-TZVPD

Properties
molar mass: 868.0 g/mol
orbital gap: 0.2855 Eh
calculated total energy: -108016.689 eV
HOMO level: -9.49 eV

Geometry as ORCA input:
```
! wB97M-V def2-TZVPD RIJCOSX def2/J DEFGRID3
* xyz 1 1
Cs 0.1685 -0.2758 -0.0202
C -1.8432 5.3102 -0.4434
C -2.8223 5.3886 -1.6685
C -2.9396 3.9630 -2.3548
S -2.6836 2.7797 -0.9173
O -1.4898 1.9132 -1.1868
O -3.9786 2.1307 -0.6385
C -2.3124 4.0583 0.2895
H -1.9596 6.2908 0.0182
H -0.7955 5.3438 -0.7422
H -2.3676 6.1570 -2.2938
H -3.8612 5.7081 -1.5872
H -2.0360 3.8878 -2.9597
H -3.7363 3.7038 -3.0521
H -1.8694 3.7871 1.2478
H -3.3774 4.2116 0.4638
C 3.8331 -0.5251 3.9873
C 3.6588 -1.6601 4.9031
C 2.2095 -2.2389 4.5399
S 1.1309 -0.7133 4.3292
O 0.4204 -0.5288 5.5792
O 0.3972 -0.6970 3.0429
C 2.6331 0.4361 4.2157
H 3.9386 -0.8226 2.9440
H 4.8059 -0.1137 4.2568
H 3.8469 -1.4144 5.9483
H 4.3047 -2.4686 4.5607
H 1.7597 -2.7390 5.3977
H 2.2493 -2.7816 3.5955
H 2.7275 0.9036 5.1958
H 2.5281 1.2474 3.4954
C 5.9903 -0.6076 -0.7595
C 6.5455 0.6831 -0.0307
C 5.4131 1.7278 -0.0660
S 3.7963 0.8377 -0.4337
O 3.2713 1.3224 -1.6421
O 2.9718 0.9165 0.8291
C 4.5211 -0.9253 -0.5794
H 6.5580 -1.5281 -0.6236
H 6.2118 -0.4968 -1.8210
H 7.4645 1.0638 -0.4764
H 6.8392 0.6164 1.0169
H 5.3828 2.4786 -0.8557
H 5.2869 2.1975 0.9095
H 4.0473 -1.5224 -1.3586
H 4.3061 -1.3945 0.3806
C -0.1631 -5.6733 -2.1377
C -0.6958 -4.9482 -0.9303
C 0.4474 -4.7824 0.0882
S 1.8735 -4.4010 -0.9798
O 2.8909 -5.3652 -0.6107
O 2.0579 -2.9365 -1.0769
C 1.1100 -4.9343 -2.6601
H -0.9210 -5.7155 -2.9199
H -0.0174 -6.7154 -1.8533
H -1.6137 -5.2990 -0.4585
H -0.8178 -3.9601 -1.3739
H 0.7660 -5.7027 0.5777
H 0.1812 -4.0158 0.8159
H 1.6982 -5.6795 -3.1955
H 0.9444 -4.0389 -3.2591
C -5.3563 -1.1722 -3.1178
C -4.2037 -1.3578 -3.9928
C -3.4482 -2.6092 -3.3304
S -3.1721 -1.9973 -1.4644
O -2.2229 -0.9311 -1.3577
O -3.1528 -3.0754 -0.5223
C -4.8636 -1.1713 -1.6186
H -6.0249 -2.0138 -3.2995
H -5.8757 -0.2242 -3.2574
H -3.5772 -0.4659 -3.9879
H -4.5355 -1.5148 -5.0191
H -2.5453 -2.9875 -3.8097
H -4.1744 -3.4184 -3.2529
H -4.7514 -0.1563 -1.2376
H -5.3789 -1.8616 -0.9506
N -5.6196 -0.4791 3.1670
C -4.7769 0.5118 3.5586
C -3.6461 0.4066 2.7304
C -3.7866 -0.6299 1.8853
C -5.1291 -1.1384 2.1011
H -6.4203 -0.8676 3.6445
H -5.0360 1.2110 4.3398
H -2.7310 0.9656 2.8591
H -2.9767 -0.9840 1.2647
H -5.7921 -1.9459 1.8275
N 2.3869 4.5290 -2.2823
C 1.5394 3.6282 -1.6310
C 1.3932 4.0739 -0.2943
C 2.1951 5.2226 -0.1620
C 2.6931 5.4840 -1.4000
H 2.5801 4.6873 -3.2609
H 1.0919 2.9039 -2.2955
H 0.7669 3.7472 0.5227
H 2.3448 5.8768 0.6842
H 3.3193 6.3106 -1.7016
*
```